C42H43ClIN6OP2Ru | the ωB97M-V functional and the def2-TZVPD basis

Values from the calculation:
<S²> = 0.757
Multiplicity = 2
Energy = -97022.0177 eV
Lowest unoccupied orbital energy (spin up / spin down) = -0.532 / -0.538 eV
Energy relative to the best compared isomer or geometry (same formula, charge and spin) = 1.25 kJ/mol

Each line ends with the Löwdin charge.
Geometry (Å):
Ru: 0.161 0.404 -2.049  0.728
C: -2.854 -4.351 0.581  -0.057
C: -3.168 -3.977 2.004  -0.273
C: -4.059 -4.748 2.743  -0.050
C: -4.397 -4.414 4.046  -0.085
C: -3.847 -3.285 4.630  -0.084
C: -2.958 -2.503 3.906  -0.102
C: -2.605 -2.837 2.601  -0.321
P: -1.424 -1.842 1.608  1.136
C: -0.878 -0.559 2.791  -0.345
C: -1.217 0.784 2.638  -0.084
C: -0.629 1.768 3.419  -0.065
C: 0.313 1.415 4.370  -0.066
C: 0.640 0.079 4.552  -0.054
C: 0.056 -0.921 3.782  -0.321
C: 0.412 -2.361 4.050  -0.077
C: -2.603 -1.020 0.468  -0.332
C: -3.827 -0.564 0.968  -0.096
C: -4.836 -0.117 0.135  -0.090
C: -4.637 -0.182 -1.241  -0.093
C: -3.430 -0.627 -1.746  -0.150
C: -2.357 -1.014 -0.920  -0.343
C: -1.060 -1.381 -1.545  -0.261
H: -3.245 -5.340 0.345  0.077
H: -1.778 -4.349 0.396  0.069
H: -3.295 -3.635 -0.117  0.081
H: -4.495 -5.628 2.285  0.108
H: -5.091 -5.033 4.600  0.101
H: -4.108 -3.008 5.644  0.102
H: -2.536 -1.615 4.362  0.104
H: -1.934 1.067 1.880  0.085
H: -0.896 2.806 3.267  0.107
H: 0.795 2.177 4.969  0.106
H: 1.367 -0.198 5.307  0.110
H: 1.352 -2.433 4.598  0.078
H: 0.497 -2.943 3.127  0.056
H: -0.362 -2.850 4.646  0.079
H: -3.996 -0.582 2.038  0.110
H: -5.772 0.237 0.546  0.102
H: -5.430 0.106 -1.922  0.107
H: -3.305 -0.711 -2.820  0.056
H: -1.249 -1.841 -2.519  0.044
H: -0.540 -2.119 -0.937  -0.008
I: -1.651 1.380 -3.760  1.287
C: -0.168 2.434 -4.791  -0.581
C: -0.425 2.918 -6.038  -0.149
C: 0.527 3.763 -6.648  -0.083
C: 1.637 4.143 -5.953  -0.037
C: 1.882 3.668 -4.640  -0.170
C: 2.962 4.169 -3.875  -0.046
C: 3.111 3.762 -2.584  -0.077
C: 2.278 2.750 -2.054  -0.166
C: 1.263 2.140 -2.756  -0.218
C: 1.004 2.718 -4.049  -0.258
H: -1.350 2.682 -6.547  0.093
H: 0.345 4.137 -7.647  0.103
H: 2.344 4.838 -6.389  0.111
H: 3.620 4.911 -4.313  0.109
H: 3.878 4.200 -1.955  0.103
H: 2.458 2.477 -1.022  0.039
C: 4.379 -2.045 -0.009  -0.116
N: 4.551 -0.572 -0.394  -0.067
C: 4.453 0.283 0.885  -0.103
N: 3.258 0.008 1.588  -0.119
C: 3.162 -1.407 1.911  -0.150
N: 3.178 -2.247 0.715  -0.131
C: 1.963 -2.068 -0.103  -0.283
P: 1.796 -0.331 -0.721  0.942
C: 3.517 -0.165 -1.398  -0.225
C: 2.055 0.510 0.901  -0.246
H: 5.246 -2.300 0.602  0.140
H: 4.385 -2.613 -0.939  0.144
H: 5.478 -0.445 -0.800  0.178
H: 4.500 1.325 0.571  0.148
H: 5.329 0.020 1.481  0.141
H: 2.237 -1.578 2.454  0.104
H: 4.007 -1.686 2.546  0.138
H: 1.092 -2.292 0.517  0.042
H: 1.972 -2.762 -0.941  0.054
H: 3.701 0.867 -1.689  0.082
H: 3.610 -0.807 -2.274  0.056
H: 1.181 0.329 1.529  0.080
H: 2.124 1.590 0.785  0.047
N: -2.476 2.473 -0.432  0.198
C: -1.162 2.545 -0.129  -0.519
O: -0.422 1.525 -0.319  -0.207
C: -0.643 3.733 0.430  -0.207
C: -1.504 4.815 0.725  -0.248
N: -2.207 5.698 0.971  0.128
C: 0.724 3.800 0.772  -0.226
N: 1.841 3.844 1.070  0.143
H: -3.097 3.229 -0.197  0.106
H: -2.867 1.575 -0.671  0.054
Cl: 1.814 -2.186 -3.521  0.448
C: 0.842 -0.631 -3.716  -0.734
H: 0.011 -0.973 -4.330  -0.041
H: 1.483 -0.007 -4.336  -0.003



C42H43FN6O3PbSSb | the ωB97M-V functional and the def2-TZVPD basis

Values from the calculation:
Energy = -84666.6626 eV
Lowest unoccupied orbital energy = -5.947 eV
Energy relative to the best compared isomer or geometry (same formula, charge and spin) = 188.70 kJ/mol
Net charge = +1

Each line ends with the Löwdin charge.
Geometry (Å):
Pb: 0.193 -0.629 0.124  1.294
O: 5.568 -4.899 2.059  -0.018
C: 5.467 -4.439 0.910  -0.691
O: 6.294 -4.305 -0.007  -0.019
C: 4.075 -3.883 0.579  -0.066
C: 3.065 -3.878 1.531  0.065
C: 1.864 -3.255 1.251  -0.200
N: 1.637 -2.646 0.076  0.035
C: 2.586 -2.703 -0.872  -0.208
C: 3.806 -3.314 -0.657  0.063
C: 2.276 -2.016 -2.159  -0.224
C: 2.833 -2.427 -3.364  0.013
C: 2.507 -1.737 -4.519  -0.026
C: 1.638 -0.658 -4.448  -0.034
C: 1.127 -0.314 -3.212  -0.130
N: 1.445 -0.973 -2.096  0.009
C: 0.753 -3.198 2.250  -0.203
C: 0.698 -4.068 3.332  0.015
C: -0.361 -3.972 4.217  -0.030
C: -1.338 -3.009 4.010  -0.042
C: -1.211 -2.179 2.913  -0.129
N: -0.194 -2.275 2.055  -0.010
H: 3.299 -4.335 2.483  0.121
H: 4.601 -3.328 -1.392  0.126
H: 3.495 -3.281 -3.391  0.126
H: 2.920 -2.048 -5.470  0.121
H: 1.350 -0.104 -5.330  0.118
H: 0.443 0.521 -3.100  0.123
H: 1.461 -4.820 3.466  0.121
H: -0.426 -4.649 5.057  0.120
H: -2.184 -2.909 4.674  0.111
H: -1.943 -1.405 2.706  0.107
C: -5.128 3.001 -0.165  -0.069
C: -4.773 1.655 0.443  -0.243
N: -4.399 0.651 -0.556  -0.108
C: -5.488 -0.125 -1.175  -0.182
C: -5.925 0.422 -2.524  -0.061
C: -3.142 0.467 -0.947  -0.721
S: -1.856 1.429 -0.295  0.529
N: -2.950 -0.413 -1.943  0.116
C: -2.021 -1.319 -2.009  -0.450
O: -1.287 -1.746 -1.040  -0.235
C: -1.816 -2.014 -3.316  -0.149
C: -0.980 -3.125 -3.375  -0.028
C: -0.735 -3.748 -4.589  -0.070
C: -1.319 -3.257 -5.749  -0.073
C: -2.157 -2.151 -5.693  -0.069
C: -2.413 -1.535 -4.478  -0.022
H: -5.331 3.721 0.628  0.079
H: -6.015 2.944 -0.795  0.066
H: -4.300 3.377 -0.767  0.068
H: -5.617 1.243 0.997  0.118
H: -3.945 1.759 1.140  0.063
H: -6.314 -0.109 -0.465  0.118
H: -5.162 -1.159 -1.273  0.119
H: -6.364 1.415 -2.435  0.064
H: -6.672 -0.239 -2.963  0.082
H: -5.078 0.477 -3.205  0.062
H: -0.530 -3.496 -2.464  0.114
H: -0.093 -4.618 -4.630  0.109
H: -1.129 -3.743 -6.697  0.107
H: -2.617 -1.773 -6.597  0.106
H: -3.068 -0.676 -4.421  0.105
C: -2.181 3.199 5.609  -0.358
Sb: -1.028 2.147 4.146  1.301
C: -0.537 3.999 3.105  -0.318
C: 0.767 2.150 5.328  -0.339
H: -1.570 3.953 6.105  0.008
H: -2.545 2.490 6.351  0.001
H: -3.041 3.680 5.145  0.004
H: -0.479 4.817 3.825  0.065
H: -1.355 4.224 2.419  0.059
H: 0.701 4.664 1.503  0.173
H: 0.556 1.638 6.267  0.008
H: 1.073 3.171 5.568  0.009
H: 1.581 1.626 4.830  -0.010
C: 3.181 3.695 2.973  0.004
C: 1.956 4.325 3.002  0.091
C: 0.768 3.874 2.288  -0.421
N: 0.901 2.538 1.763  0.004
C: 2.192 1.999 1.403  -0.325
C: 3.286 2.561 2.197  0.132
H: 4.036 4.101 3.493  0.131
H: 1.858 5.268 3.532  0.149
H: 0.191 2.336 1.067  0.028
H: 2.166 0.918 1.582  0.107
H: 4.245 2.060 2.109  0.154
F: 3.757 2.325 -3.983  0.092
C: 3.415 2.272 -2.692  -0.271
C: 3.868 1.213 -1.926  0.016
C: 3.477 1.155 -0.600  -0.033
C: 2.656 2.142 -0.058  -0.197
C: 2.234 3.205 -0.849  -0.002
C: 2.606 3.271 -2.182  0.026
H: 4.489 0.449 -2.373  0.137
H: 3.800 0.315 0.009  0.132
H: 1.585 3.971 -0.447  0.113
H: 2.274 4.073 -2.826  0.131